No. 1
{"formula": "C30H43BrN8NiOS", "method": "ωB97M-V/def2-TZVPD", "lumo_ha": [-0.21775, -0.21778], "charge": 2, "gap_ev": [6.04, 6.05], "fmax_ev_per_a": 1.270, "e_homo_ev": [-11.9680, -11.9725], "spin_multiplicity": 1, "e_tot_ha": -6162.30245, "species": ["Ni", "C", "C", "C", "C", "C", "C", "C", "Br", "C", "O", "C", "C", "C", "C", "C", "C", "H", "H", "H", "H", "H", "H", "H", "H", "H", "H", "H", "H", "H", "H", "H", "H", "H", "H", "H", "H", "N", "C", "C", "N", "H", "H", "H", "H", "H", "H", "H", "H", "H", "N", "C", "C", "C", "C", "C", "C", "C", "N", "C", "C", "N", "C", "H", "H", "H", "H", "H", "H", "H", "C", "C", "C", "N", "N", "C", "N", "S", "H", "H", "H", "H", "H", "H", "H"], "coordinates": [[1.2780, -1.2281, -0.1543], [0.3145, 6.2814, 0.0534], [-0.9556, 5.4971, 0.4132], [-2.1182, 6.0495, -0.4097], [-1.2731, 5.6986, 1.9011], [-0.7126, 4.0119, 0.1388], [0.2617, 3.3285, 0.8532], [0.5020, 1.9997, 0.5740], [1.7748, 1.0944, 1.6878], [-0.1738, 1.2797, -0.4162], [0.1502, 0.0251, -0.7395], [-1.2446, 1.9311, -1.0710], [-1.4486, 3.2812, -0.7907], [-2.2439, 1.1820, -1.9803], [-3.2762, 2.1336, -2.5908], [-1.5840, 0.4493, -3.1540], [-3.0006, 0.1697, -1.1046], [0.1621, 7.3463, 0.2372], [0.5657, 6.1521, -1.0011], [1.1679, 5.9594, 0.6525], [-2.2600, 7.1033, -0.1689], [-3.0540, 5.5328, -0.1874], [-1.9265, 5.9817, -1.4824], [-1.4885, 6.7503, 2.0959], [-0.4364, 5.4117, 2.5394], [-2.1461, 5.1137, 2.1961], [0.8308, 3.8194, 1.6311], [-2.2463, 3.7868, -1.3086], [-2.8088, 2.8854, -3.2290], [-3.8671, 2.6400, -1.8275], [-3.9680, 1.5592, -3.2089], [-1.0714, 1.1562, -3.8121], [-2.3505, -0.0501, -3.7489], [-0.8873, -0.3073, -2.8049], [-3.5860, 0.6913, -0.3457], [-2.3048, -0.5004, -0.6001], [-3.6880, -0.4228, -1.7140], [4.7606, -3.7175, 3.0114], [4.1819, -3.7487, 1.6172], [2.9184, -2.8987, 1.5488], [2.3863, -2.8430, 0.1871], [5.6330, -4.2489, 3.0620], [4.1160, -4.1172, 3.6976], [4.9662, -2.7580, 3.3015], [3.9954, -4.7938, 1.3742], [4.9493, -3.3560, 0.9512], [3.1415, -1.8788, 1.8663], [2.1434, -3.3018, 2.2049], [1.8970, -3.6940, -0.0679], [3.1183, -2.6558, -0.4927], [-8.0283, -5.8413, -0.9419], [-7.0368, -5.3579, -0.6230], [-5.7930, -4.7542, -0.2278], [-4.6087, -5.1408, -0.8500], [-3.4106, -4.5653, -0.4672], [-3.4079, -3.5956, 0.5241], [-4.5814, -3.1988, 1.1462], [-5.7771, -3.7870, 0.7736], [-2.1731, -2.9793, 0.9038], [-1.8260, -2.5461, 2.1623], [-0.6132, -1.9454, 2.0399], [-0.2185, -2.0080, 0.7236], [-1.1785, -2.6322, 0.0671], [-4.6294, -5.8995, -1.6195], [-2.4852, -4.8907, -0.9239], [-4.5719, -2.4204, 1.8971], [-6.7015, -3.4889, 1.2479], [-2.4563, -2.7099, 3.0177], [-0.0271, -1.4420, 2.7896], [-1.2229, -2.7769, -0.9991], [6.9180, -0.9538, 0.4367], [6.2055, 0.3918, 0.3229], [4.9042, 0.2978, -0.4136], [4.0047, -0.5898, -0.1930], [2.8712, -0.4292, -0.9738], [2.9597, 0.6108, -1.7916], [2.0169, 0.9729, -2.6502], [4.4652, 1.4397, -1.6477], [7.8887, -0.8305, 0.9131], [7.0684, -1.4072, -0.5429], [6.3208, -1.6378, 1.0448], [6.8501, 1.1194, -0.1694], [5.9959, 0.7902, 1.3187], [1.0938, 0.5843, -2.5256], [2.0900, 1.8399, -3.1538]]}

=====

No. 2
{"formula": "HORb", "method": "ωB97M-V/def2-TZVPD", "lumo_ha": [-0.15971, -0.25979], "charge": 1, "gap_ev": [13.43, 9.83], "fmax_ev_per_a": 0.493, "e_homo_ev": [-17.7756, -16.8994], "spin_multiplicity": 2, "e_tot_ha": -99.62363, "s_squared": 0.753, "species": ["Rb", "O", "H"], "coordinates": [[1.3882, 1.1126, -0.7498], [-0.7929, -0.5398, -0.1033], [-0.5954, -0.5728, 0.8530]]}

=====

No. 3
{"formula": "C16H45N3O7Zr", "method": "ωB97M-V/def2-TZVPD", "lumo_ha": -0.49945, "charge": 4, "gap_ev": 7.85, "fmax_ev_per_a": 11.616, "e_homo_ev": -21.4440, "spin_multiplicity": 1, "e_tot_ha": -1372.95133, "e_above_lowest_kj_mol": 0.0, "species": ["Zr", "C", "C", "O", "O", "H", "H", "H", "H", "H", "H", "C", "C", "O", "O", "H", "H", "H", "H", "H", "H", "C", "C", "C", "O", "C", "N", "H", "H", "H", "H", "H", "H", "H", "H", "H", "H", "H", "C", "C", "C", "O", "C", "N", "H", "H", "H", "H", "H", "H", "H", "H", "H", "H", "H", "C", "C", "C", "O", "C", "N", "H", "H", "H", "H", "H", "H", "H", "H", "H", "H", "H"], "coordinates": [[0.4172, 0.5214, -0.6798], [1.1072, -2.4496, -1.0248], [-0.3598, -2.5626, -0.5328], [-0.8898, -1.2696, -0.4248], [1.3332, -1.3156, -1.4828], [1.2742, -3.1146, -1.8918], [1.8532, -2.7926, -0.3208], [-0.5338, -3.1736, 0.3462], [-0.9648, -3.1446, -1.3178], [-1.8488, -1.4676, -0.3158], [1.9942, -1.4726, -2.2318], [2.8282, 2.2494, -1.6608], [1.7662, 3.2254, -1.1788], [0.9322, 2.5564, -0.2638], [2.2612, 1.1294, -1.7418], [3.6302, 2.3974, -0.8838], [3.2712, 2.5534, -2.6268], [1.1572, 3.6504, -1.9998], [2.2752, 4.1124, -0.7848], [0.5162, 3.3284, 0.1552], [2.9742, 0.6414, -2.2068], [-0.7008, -0.7986, -3.8638], [-1.2988, 0.5184, -3.3918], [-2.7508, 0.4704, -2.8458], [-2.8518, 0.1254, -1.4968], [-4.2438, 0.3844, -1.0478], [-0.4728, 1.2804, -2.4548], [0.2812, -0.6296, -4.3778], [-1.3798, -1.3386, -4.4948], [-0.5118, -1.3966, -2.9888], [-1.3238, 1.1324, -4.3488], [-3.4518, -0.1636, -3.4168], [-3.1378, 1.5034, -2.9568], [-4.2178, 1.3354, -0.5448], [-4.7288, -0.3106, -0.3148], [-5.0698, 0.4764, -1.8498], [-1.0828, 2.1064, -2.3658], [0.1182, 1.6724, -3.2308], [-0.7398, 2.7274, 2.5562], [-1.0278, 1.3334, 2.0462], [-2.2068, 0.5944, 2.6502], [-2.5368, -0.4666, 1.7662], [-3.5868, -1.3226, 2.2932], [-1.1728, 1.2094, 0.5762], [-0.9848, 2.6594, 3.6012], [-1.3898, 3.4484, 2.1422], [0.2552, 2.9694, 2.3952], [-0.2498, 0.7194, 2.3932], [-3.0468, 1.2454, 2.7092], [-1.9238, 0.1704, 3.6532], [-3.5598, -2.2806, 1.7752], [-4.6278, -0.9856, 2.0912], [-3.5588, -1.4786, 3.4002], [-1.6538, 2.1314, 0.4412], [-2.0948, 0.6554, 0.6982], [0.6602, -1.7146, 2.3962], [1.7482, -0.6456, 2.2012], [3.1182, -1.2516, 2.4642], [3.4032, -1.8926, 1.1982], [4.8072, -2.2846, 1.1332], [1.8042, -0.0686, 0.8712], [-0.2548, -1.3956, 1.9632], [0.4232, -1.9366, 3.4942], [0.9152, -2.6766, 1.9922], [1.6122, 0.1824, 2.9042], [2.9992, -1.9276, 3.2882], [3.9402, -0.6186, 2.8182], [5.3852, -2.5016, 2.1262], [5.5062, -1.5376, 0.6952], [4.8402, -3.1316, 0.4642], [2.6292, -0.6736, 0.6362], [2.3962, 0.7754, 1.2222]]}

=====

No. 4
{"formula": "B14Ca4H56", "method": "ωB97M-V/def2-TZVPD", "lumo_ha": 0.38785, "charge": -6, "gap_ev": 2.78, "fmax_ev_per_a": 4.949, "e_homo_ev": 7.7694, "spin_multiplicity": 1, "e_tot_ha": -3090.02504, "species": ["Ca", "Ca", "Ca", "Ca", "B", "H", "H", "H", "H", "B", "H", "H", "H", "H", "B", "H", "H", "H", "H", "B", "H", "H", "H", "H", "B", "H", "H", "H", "H", "B", "H", "H", "H", "H", "B", "H", "H", "H", "H", "B", "H", "H", "H", "H", "B", "H", "H", "H", "H", "B", "H", "H", "H", "H", "B", "H", "H", "H", "H", "B", "H", "H", "H", "H", "B", "H", "H", "H", "H", "B", "H", "H", "H", "H"], "coordinates": [[-2.4756, 0.1662, -1.8300], [1.9715, -0.3159, -1.6733], [0.0174, -1.3421, 2.1962], [-1.5812, 2.5857, 1.8402], [0.0142, -0.6314, -4.0685], [-0.0830, -1.2692, -4.9334], [0.7832, -1.0446, -3.4344], [0.1476, 0.3858, -4.4026], [-0.8541, -0.7060, -3.4323], [0.4501, 3.2328, 3.0194], [0.7666, 2.5380, 2.2569], [0.0317, 2.6396, 3.8177], [1.2594, 3.8390, 3.3959], [-0.3105, 3.8548, 2.5737], [-1.8503, -2.9391, 1.9338], [-2.4154, -2.2180, 1.3637], [-1.7059, -2.5304, 2.9219], [-2.4515, -3.8323, 2.0046], [-0.8797, -3.2070, 1.5461], [1.6787, 2.0815, -1.9264], [0.7946, 2.6690, -1.7330], [1.3395, 1.3721, -2.6654], [2.5384, 2.6600, -2.2272], [1.9118, 1.5399, -1.0228], [-1.9438, -2.7124, -1.6378], [-2.1339, -2.3484, -0.6400], [-2.0168, -1.8354, -2.2621], [-0.9518, -3.1365, -1.6189], [-2.6855, -3.4295, -1.9539], [2.0708, -2.7697, -2.0231], [2.8730, -2.0819, -2.2417], [2.5314, -3.6695, -1.6458], [1.4867, -2.3291, -1.2300], [1.3212, -2.9321, -2.7819], [-0.6702, 4.3238, 0.1524], [-1.2607, 4.3008, -0.7504], [-1.2798, 4.6454, 0.9826], [-0.1538, 3.4007, 0.3656], [0.0750, 5.0994, 0.0667], [-3.2272, 1.1576, 0.2215], [-3.3687, 1.3603, 1.2718], [-3.1248, 0.0907, 0.0972], [-3.8956, 1.6845, -0.4417], [-2.2162, 1.5029, 0.0706], [-1.5017, 0.3826, 3.1622], [-0.8209, 0.6597, 2.3724], [-2.1463, 1.1925, 3.4668], [-2.0681, -0.4598, 2.7963], [-0.7792, 0.0191, 3.8766], [3.7732, -0.7041, -0.1674], [2.7857, -1.0965, 0.0201], [3.7448, 0.3006, -0.5598], [4.4115, -0.6204, 0.6985], [4.2189, -1.3504, -0.9077], [-0.1842, -0.1270, -0.1929], [-0.2333, -0.1169, -1.2707], [-1.0749, -0.5669, 0.2283], [0.6105, -0.7879, 0.1167], [0.0290, 0.8158, 0.2865], [1.7689, -3.7539, 1.2128], [1.7797, -4.0964, 0.1896], [2.8080, -3.5393, 1.4090], [1.1361, -2.8801, 1.1951], [1.3697, -4.5043, 1.8774], [2.0877, -0.0221, 2.9166], [2.3181, -1.0638, 2.7552], [2.7915, 0.3316, 3.6540], [2.0457, 0.4909, 1.9682], [1.1730, 0.1602, 3.4591], [-2.1191, 2.2944, -2.7734], [-1.6256, 3.1067, -3.2842], [-3.1093, 2.6294, -2.5061], [-2.2908, 1.5121, -3.4964], [-1.4256, 1.9447, -2.0243]]}

=====

No. 5
{"formula": "C2HNO2", "method": "ωB97M-V/def2-TZVPD", "lumo_ha": -0.06501, "smiles": "N#CC(=O)O", "charge": 0, "gap_ev": 10.00, "fmax_ev_per_a": 14.055, "e_homo_ev": -11.7681, "spin_multiplicity": 1, "e_tot_ha": -281.91494, "e_above_lowest_kj_mol": 368.0, "species": ["C", "C", "H", "N", "O", "O"], "coordinates": [[0.5958, 0.3776, 0.1671], [-0.6874, 0.7638, -0.5188], [-0.3545, -1.3798, 0.5126], [-1.7078, 0.0706, -1.1817], [0.4674, -0.8328, 0.6688], [1.6864, 1.0007, 0.3520]]}

=====

No. 6
{"formula": "C4H12", "method": "ωB97M-V/def2-TZVPD", "lumo_ha": 0.04211, "smiles": "CC.CC", "charge": 0, "gap_ev": 12.26, "fmax_ev_per_a": 4.138, "e_homo_ev": -11.1114, "spin_multiplicity": 1, "e_tot_ha": -159.55490, "e_above_lowest_kj_mol": 78.9, "species": ["C", "C", "H", "H", "H", "H", "H", "H", "C", "C", "H", "H", "H", "H", "H", "H"], "coordinates": [[1.2916, -0.2193, -1.5607], [1.2307, 1.2741, -1.4532], [0.3787, -0.7153, -1.3076], [1.6904, -0.5458, -2.5070], [2.0568, -0.5511, -0.8019], [0.1316, 1.5200, -1.4719], [1.7546, 1.8636, -2.1801], [1.4067, 1.7526, -0.4883], [-0.7880, 0.0792, 1.4566], [-1.7387, -1.1234, 1.5515], [-0.3805, 0.2247, 2.4435], [0.0811, -0.2727, 0.7818], [-1.1156, 0.8687, 0.7842], [-2.6414, -0.7362, 2.0112], [-1.2584, -1.8977, 2.1561], [-1.9738, -1.6355, 0.5976]]}